[1]
Here is C5H6EuFO4 as an isolated structure in a non-equilibrium geometry from the Open Molecules 2025 dataset. Energies are from the ωB97M-V functional and the def2-TZVPD basis.

```
! wB97M-V def2-TZVPD RIJCOSX def2/J DEFGRID3
* xyz 3 8
O -2.673 0.997 -1.458
C -2.895 1.505 -0.356
H -3.927 1.835 -0.151
H -1.129 0.844 0.769
C -1.881 1.764 0.668
H -1.235 2.607 0.409
H -2.388 1.899 1.636
C 0.834 -1.111 0.100
C 1.817 -2.192 0.452
O 3.058 -1.476 0.426
C 2.867 -0.186 0.208
O 1.502 0.045 0.050
O 3.677 0.672 0.130
F 0.182 -1.344 -1.131
H 1.828 -2.989 -0.302
H 1.655 -2.604 1.455
Eu -1.290 -0.266 -2.904
*
```

Computed properties:
E = -1303.73632 Ha



[2]
Here is one molecule with the formula C5H6F2 in a non-equilibrium geometry from the Open Molecules 2025 dataset. Energies are from the ωB97M-V functional and the def2-TZVPD basis.

```
! wB97M-V def2-TZVPD RIJCOSX def2/J DEFGRID3
* xyz 0 1
C -0.668 -0.506 0.618
C -0.849 -1.709 0.126
C 0.429 0.155 1.310
C -0.232 0.822 0.072
C 0.552 1.044 -1.249
F -1.608 -2.000 -0.989
F -0.616 -2.802 0.847
H 0.292 0.613 2.324
H 1.394 -0.373 1.459
H -0.888 1.658 0.299
H 0.973 0.136 -1.758
H 1.359 1.734 -0.947
H -0.139 1.229 -2.114
*
```

Computed properties:
SMILES string = C[C@@H]1CC1=C(F)F
Energy relative to the best compared isomer or geometry (same formula, charge and spin) = 35.72 kcal/mol



[3]
Here is one molecule with the formula C5H6F2 in a non-equilibrium geometry from the Open Molecules 2025 dataset. Energies are from the ωB97M-V functional and the def2-TZVPD basis.

```
! wB97M-V def2-TZVPD RIJCOSX def2/J DEFGRID3
* xyz 0 3
C -0.127 -0.002 -0.036
C -1.033 -0.956 -0.408
C 0.828 0.802 0.384
C -2.774 -0.378 -0.270
C 2.233 0.283 0.297
F -2.881 -0.234 1.080
F -2.908 0.843 -0.796
H -1.182 -1.737 0.251
H -0.764 -1.071 -1.444
H 0.813 1.827 0.458
H 2.405 0.429 -0.847
H 2.430 -0.731 0.586
H 2.961 0.924 0.745
*
```

Computed properties:
Energy relative to the best compared isomer or geometry (same formula, charge and spin) = 25.50 kcal/mol



[4]
Here is one molecule with the formula C5H6F3N3 in a non-equilibrium geometry from the Open Molecules 2025 dataset. Energies are from the ωB97M-V functional and the def2-TZVPD basis.

```
! wB97M-V def2-TZVPD RIJCOSX def2/J DEFGRID3
* xyz 0 1
C 1.526 0.664 -1.349
C 1.811 -0.022 -0.203
C 0.163 0.869 -1.884
C -0.633 -0.517 0.473
C -1.013 0.469 1.435
N -1.004 0.626 -1.430
N 0.827 -0.645 0.477
N -1.438 -1.588 0.293
F -2.314 0.811 1.361
F -0.718 0.187 2.640
F -0.270 1.713 1.371
H 2.437 1.121 -1.679
H 2.710 -0.068 0.368
H 0.165 1.256 -2.919
H 1.195 -1.298 1.169
H -1.034 -2.248 -0.342
H -2.408 -1.329 0.221
*
```

Computed properties:
Energy relative to the best compared isomer or geometry (same formula, charge and spin) = 84.41 kcal/mol



[5]
Here is C5H6F5N2PtSTe4 as an isolated structure from the Open Molecules 2025 dataset. Energies are from the ωB97M-V functional and the def2-TZVPD basis.

```
! wB97M-V def2-TZVPD RIJCOSX def2/J DEFGRID3
* xyz -1 1
Pt -0.782 1.787 -0.123
Te -3.039 2.561 0.681
Te -2.082 4.657 2.158
Te 0.152 3.513 3.103
Te 1.455 3.039 0.780
S -1.008 -0.703 2.707
C 0.232 -1.216 1.740
N 0.175 -2.260 0.868
C 1.312 -2.287 -0.040
C 2.178 -1.112 0.463
N 1.471 -0.666 1.657
H -0.741 -2.566 0.591
H 0.996 -2.145 -1.073
H 1.847 -3.237 0.030
H 2.242 -0.305 -0.271
H 3.190 -1.435 0.709
H 1.547 0.304 1.936
F -2.127 -0.595 -0.918
C -1.769 0.640 -1.424
F -2.904 1.103 -2.052
C -0.820 0.313 -2.604
F -1.305 -0.654 -3.397
F 0.376 -0.119 -2.151
F -0.597 1.382 -3.368
*
```

Computed properties:
Energy relative to the best compared isomer or geometry (same formula, charge and spin) = 2.24 kcal/mol



[6]
Here is one molecule with the formula C5H6FN in a non-equilibrium geometry from the Open Molecules 2025 dataset. Energies are from the ωB97M-V functional and the def2-TZVPD basis.

```
! wB97M-V def2-TZVPD RIJCOSX def2/J DEFGRID3
* xyz 0 1
C -1.132 -0.026 -0.031
C -0.296 1.043 0.767
C 1.004 0.210 0.507
C 0.143 -0.904 -0.121
C 0.584 -1.140 -1.522
H -2.059 -0.481 0.464
H -0.561 1.248 1.838
H -0.390 2.035 0.271
H 1.569 -0.080 1.399
H 1.690 0.753 -0.166
H 0.159 -1.754 0.542
N 0.773 -1.364 -2.631
F -1.484 0.461 -1.316
*
```

Computed properties:
SMILES string = N#C[C@H]1CC[C@H]1F
Energy relative to the best compared isomer or geometry (same formula, charge and spin) = 25.92 kcal/mol



[7]
Here is a 2-piece molecular cluster, C5H6FN3O overall in a non-equilibrium geometry from the Open Molecules 2025 dataset. Energies are from the ωB97M-V functional and the def2-TZVPD basis.

```
! wB97M-V def2-TZVPD RIJCOSX def2/J DEFGRID3
* xyz 0 1
C 1.135 1.839 0.655
C 0.531 0.458 -0.995
C 0.907 -1.694 0.350
C -2.344 -0.009 0.147
C -2.688 -1.116 -0.148
N 1.338 0.666 1.134
N 0.684 1.796 -0.649
N 0.988 -0.215 0.142
O 0.208 0.065 -2.091
F -1.966 1.177 0.511
H 1.321 2.759 1.318
H 0.365 -2.204 -0.363
H -2.881 -2.103 -0.306
H 1.949 -2.023 0.155
H 0.396 -1.829 1.267
H 0.057 2.432 -1.126
*
```

Computed properties:
SMILES string = Cn1nc[nH]c1=O.C#CF
Energy relative to the best compared isomer or geometry (same formula, charge and spin) = 12.39 kcal/mol



[8]
Here is a 2-piece molecular cluster, C5H6I2 overall from the Open Molecules 2025 dataset. Energies are from the ωB97M-V functional and the def2-TZVPD basis.

```
! wB97M-V def2-TZVPD RIJCOSX def2/J DEFGRID3
* xyz 0 1
C -0.329 -2.294 -0.566
C 0.126 1.890 0.505
C 0.074 -1.061 -0.234
C 0.276 1.367 -0.756
C 0.299 0.021 -1.132
I 1.877 4.284 1.608
I 0.340 -0.356 -3.205
H -0.529 -3.040 0.180
H -0.500 -2.587 -1.592
H 0.232 1.308 1.403
H -0.274 2.878 0.613
H 0.205 -0.808 0.811
H 0.265 2.083 -1.571
*
```

Computed properties:
Energy relative to the best compared isomer or geometry (same formula, charge and spin) = 30.87 kcal/mol